{
  "formula": "C19H27FN4O4S",
  "method": "ωB97M-V/def2-TZVPD",
  "homo_ev": -9.101,
  "smiles": "CN(C(=O)c1cc(S(N)(=O)=O)n(C)c1)[C@H]1CCCN(C(=O)C(F)=C2CCC2)CC1",
  "e_lumo_ev": 0.485,
  "energy_ev": -47843.3921,
  "elements": ["C", "N", "C", "O", "C", "C", "C", "S", "N", "O", "O", "N", "C", "C", "C", "C", "C", "C", "N", "C", "O", "C", "F", "C", "C", "C", "C", "C", "C", "H", "H", "H", "H", "H", "H", "H", "H", "H", "H", "H", "H", "H", "H", "H", "H", "H", "H", "H", "H", "H", "H", "H", "H", "H", "H", "H"],
  "coordinates": [[-1.117528, 1.080524, 0.530604], [0.306522, 1.043707, 0.199132], [0.932977, 2.272908, 0.011149], [1.472572, 2.594001, -1.032560], [0.903993, 3.193522, 1.165721], [0.708122, 2.912987, 2.537973], [0.846459, 4.103870, 3.203698], [0.745342, 4.352695, 4.916526], [-0.600236, 5.301230, 5.078754], [0.511358, 3.063450, 5.491026], [1.830924, 5.182688, 5.351732], [1.123039, 5.101172, 2.293986], [1.346717, 6.507321, 2.589623], [1.160996, 4.546061, 1.064144], [0.660138, 0.021972, -0.805264], [0.518565, -1.376598, -0.182882], [1.569814, -2.384780, -0.656540], [1.834404, -2.340293, -2.163966], [0.637394, -2.053515, -2.957289], [-0.464684, -2.850126, -2.995298], [-1.565901, -2.429765, -3.328855], [-0.357086, -4.284561, -2.601220], [0.860608, -4.888855, -2.686346], [-1.388794, -4.993774, -2.182900], [-1.519878, -6.401421, -1.653529], [-2.911195, -5.996187, -1.090803], [-2.834949, -4.675862, -1.906387], [0.421105, -0.639665, -3.269443], [-0.147058, 0.161816, -2.103236], [-1.436425, 0.096739, 0.873357], [-1.300025, 1.793581, 1.330044], [-1.728612, 1.366658, -0.329865], [0.517514, 1.959463, 3.000558], [-1.436398, 4.747644, 5.219620], [-0.457946, 5.974751, 5.821918], [1.515366, 7.026299, 1.650053], [0.472991, 6.928602, 3.083754], [2.212777, 6.623426, 3.236590], [1.374737, 5.133663, 0.186755], [1.713020, 0.207479, -1.030476], [0.594299, -1.285676, 0.902761], [-0.480612, -1.769060, -0.396551], [2.518095, -2.200922, -0.144171], [1.250520, -3.388884, -0.367769], [2.531886, -1.534481, -2.389676], [2.304862, -3.260520, -2.495945], [-1.580948, -7.138053, -2.456533], [-0.760217, -6.725492, -0.943307], [-3.738503, -6.663866, -1.320407], [-2.884478, -5.822399, -0.016402], [-3.035290, -3.738269, -1.390965], [-3.432386, -4.691715, -2.818261], [1.384886, -0.228807, -3.575428], [-0.259967, -0.579966, -4.115268], [-1.174864, -0.167502, -1.935145], [-0.168047, 1.212795, -2.396792]],
  "forces_ev_per_a": [[0.1, 0.0, 0.3], [0.1, -0.1, -0.4], [-0.5, 0.3, -0.1], [0.4, -0.2, 0.1], [0.0, 0.0, 0.0], [0.0, 0.0, 0.0], [0.0, 0.0, 0.0], [0.0, 0.0, 0.0], [0.0, 0.0, 0.0], [0.0, 0.0, 0.0], [0.0, 0.0, 0.0], [0.0, 0.0, 0.0], [0.0, 0.0, 0.0], [0.0, 0.0, 0.0], [0.0, 0.0, 0.0], [0.0, 0.0, 0.0], [0.0, 0.0, 0.0], [0.0, 0.0, 0.0], [0.0, 0.0, 0.0], [0.0, 0.0, 0.0], [0.0, 0.0, 0.0], [0.0, 0.0, 0.0], [0.0, 0.0, 0.0], [0.0, 0.0, 0.0], [0.0, 0.0, 0.0], [0.0, 0.0, 0.0], [0.0, 0.0, 0.0], [0.0, 0.0, 0.0], [0.0, 0.0, 0.0], [0.0, 0.0, 0.0], [0.0, 0.0, 0.0], [0.0, 0.0, 0.0], [0.0, 0.0, 0.0], [0.0, 0.0, 0.0], [0.0, 0.0, 0.0], [0.0, 0.0, 0.0], [0.0, 0.0, 0.0], [0.0, 0.0, 0.0], [0.0, 0.0, 0.0], [0.0, 0.0, 0.0], [0.0, 0.0, 0.0], [0.0, 0.0, 0.0], [0.0, 0.0, 0.0], [0.0, 0.0, 0.0], [0.0, 0.0, 0.0], [0.0, 0.0, 0.0], [0.0, 0.0, 0.0], [0.0, 0.0, 0.0], [0.0, 0.0, 0.0], [0.0, 0.0, 0.0], [0.0, 0.0, 0.0], [0.0, 0.0, 0.0], [0.0, 0.0, 0.0], [0.0, 0.0, 0.0], [0.0, 0.0, 0.0], [0.0, 0.0, 0.0]]
}